No. 1
13
Properties=species:S:1:pos:R:3 method="wB97M-V/def2-TZVPD" homo_lumo_gap_ev="10.969 / 6.685" s_squared=0.755 multiplicity=2 lumo_ev="0.57 / -3.71" largest_force_ev_per_a=5.0 homo_ev="-10.40 / -10.39" charge=0 relative_energy_kcal_mol=61.0
C 1.06796 -1.00061 1.72314
C 0.00826 -1.28269 0.65078
O 0.53614 -1.79081 -0.35757
O -1.06005 -0.83919 0.83628
H 0.61063 -0.75844 2.87810
H 1.79482 -0.24624 1.30714
H 1.56786 -1.86718 1.75524
C -0.45150 1.53646 -1.73191
O -0.25094 2.78807 -0.95483
H -0.01468 2.52154 0.03506
H -1.07468 0.87842 -1.34711
H -0.82340 1.82828 -2.66367
H 0.38994 0.86007 -2.00781


No. 2
16
Properties=species:S:1:pos:R:3 method="wB97M-V/def2-TZVPD" smiles="CC(C)=O.CS" homo_lumo_gap_ev=9.664 lumo_ev=0.81 largest_force_ev_per_a=3.4 homo_ev=-8.86 charge=0 relative_energy_kcal_mol=25.2
C 1.52131 -1.05942 -0.71856
C 1.28259 0.38657 -0.40526
C 1.88912 0.84310 0.91119
O 0.77945 1.13847 -1.20913
H 1.62945 -1.50019 0.26452
H 0.77904 -1.34763 -1.41124
H 2.52196 -1.27013 -1.33024
H 1.13320 1.01209 1.64760
H 2.66492 0.17693 1.29065
H 2.14812 1.81619 0.78642
C -2.29734 0.28828 -0.80138
S -1.51618 0.46432 0.81027
H -3.14889 0.97219 -0.96013
H -1.52434 0.49431 -1.52085
H -2.52738 -0.75165 -0.87025
H -1.19132 -0.74892 0.96602


No. 3
22
Properties=species:S:1:pos:R:3 method="wB97M-V/def2-TZVPD" smiles=CCSSC.O.O.O homo_lumo_gap_ev=9.277 lumo_ev=0.57 largest_force_ev_per_a=1.7 homo_ev=-8.70 charge=0 relative_energy_kcal_mol=10.5
C -0.94939 0.95478 -1.37471
C -1.48498 0.80311 0.04130
S -0.67516 -0.31791 1.20318
S -0.44606 -2.08808 0.17872
C 1.13706 -1.70348 -0.74738
H -1.28256 0.13530 -1.98521
H -1.24281 1.91089 -1.79807
H 0.13839 0.99250 -1.49255
H -2.49798 0.41052 -0.09143
H -1.56287 1.74260 0.57543
H 1.83624 -2.43260 -0.36851
H 1.39410 -0.67040 -0.58894
H 0.92613 -1.89630 -1.79684
O 1.99144 1.49298 1.48956
H 1.81583 0.56894 1.28101
H 1.75369 1.59391 2.41753
O 4.79694 1.16049 0.38101
H 5.48420 0.67510 0.85470
H 4.09052 1.21811 1.04093
O -4.71045 -1.41613 0.16285
H -5.11761 -1.36801 1.03288
H -5.39468 -1.76632 -0.41546


No. 4
16
Properties=species:S:1:pos:R:3 method="wB97M-V/def2-TZVPD" smiles="CC(C)CC=O" homo_lumo_gap_ev=10.864 lumo_ev=1.04 largest_force_ev_per_a=1.2 homo_ev=-9.83 charge=0 relative_energy_kcal_mol=12.5
C -1.15366 -0.87280 -0.52081
C -0.24171 0.35538 -0.31610
C -1.05224 1.46720 0.39210
C 1.09010 0.00127 0.45223
C 2.05066 -1.02298 -0.11688
O 1.91020 -1.60908 -1.15946
H -2.03866 -0.61526 -1.12287
H -1.53105 -1.27404 0.43272
H -0.61746 -1.66802 -1.04191
H 0.05467 0.72373 -1.29788
H -0.45607 2.37394 0.53578
H -1.93791 1.75255 -0.19816
H -1.42835 1.15247 1.37781
H 1.73066 0.87126 0.70935
H 0.62298 -0.39186 1.35716
H 2.97307 -1.20951 0.49071


No. 5
22
Properties=species:S:1:pos:R:3 method="wB97M-V/def2-TZVPD" homo_lumo_gap_ev=7.906 lumo_ev=0.81 largest_force_ev_per_a=4.6 homo_ev=-7.10 charge=0 relative_energy_kcal_mol=160.2
C -0.06178 2.56893 -1.04163
C -1.13472 1.80967 -0.76790
Si -0.91936 0.13487 0.14399
C -0.14049 -0.09049 1.71370
C 0.48689 1.08119 2.49233
N -1.67974 -1.16635 -0.82610
C -1.77026 -2.50865 -0.35410
H -0.42188 3.54516 -1.41518
H 0.94696 2.32565 -0.82188
H -1.98896 2.06286 -1.35359
H -0.24000 -0.96063 2.36308
H -0.06413 1.13059 3.49318
H 0.54815 2.10351 2.06123
H 1.39424 0.80658 3.09637
H -1.64045 -1.10347 -1.77116
H -1.19912 -3.35725 -0.77560
H -1.49620 -2.52915 0.81825
H -2.86446 -2.71759 -0.42547
C 3.18320 -1.33703 -1.58814
C 2.97364 -0.17809 -1.50609
H 3.24706 -2.46248 -1.80719
H 2.84142 0.84220 -1.72808


No. 6
17
Properties=species:S:1:pos:R:3 method="wB97M-V/def2-TZVPD" homo_lumo_gap_ev=7.485 lumo_ev=0.91 largest_force_ev_per_a=0.3 homo_ev=-6.57 charge=0 relative_energy_kcal_mol=76.6
C -2.36093 -0.56258 -0.38568
C -1.45858 0.09089 -1.36858
N -0.14739 0.05606 -1.15447
C 0.50052 -0.80339 -0.34104
C 1.62098 -0.39687 0.51980
C 2.16363 0.98155 0.56239
N 1.37900 0.49005 1.68977
H -1.90745 -0.44409 0.61412
H -2.51208 -1.64408 -0.51130
H -3.34639 -0.08534 -0.39087
H -1.81639 0.64031 -2.22856
H 0.41870 0.74560 -1.64629
H -0.04825 -1.70078 -0.09111
H 2.30318 -1.20460 0.77556
H 3.21817 1.13351 0.77597
H 1.73546 1.74655 -0.08420
H 0.42870 0.85222 1.61703


No. 7
73
Properties=species:S:1:pos:R:3 method="wB97M-V/def2-TZVPD" homo_lumo_gap_ev="5.615 / 6.198" s_squared=8.788 multiplicity=6 lumo_ev="-3.52 / -3.87" largest_force_ev_per_a=1.5 homo_ev="-9.13 / -10.07" charge=+1 relative_energy_kcal_mol=11.3
Fe -0.92420 -0.42269 0.24020
C -0.55482 -1.09552 4.58700
C -0.79095 -1.33889 3.23663
N -1.08285 -0.38131 2.37191
C -1.17553 0.88848 2.83209
C -0.95182 1.23288 4.17614
C -0.62690 0.19267 5.06151
C -1.06118 2.60339 4.56833
C -1.39756 3.56338 3.67629
C -1.65282 3.24049 2.30811
C -2.01202 4.18909 1.33399
C -2.27179 3.77741 0.05066
C -2.15609 2.42159 -0.26673
N -1.77045 1.51453 0.61174
C -1.53473 1.90447 1.88820
H -0.31525 -1.91795 5.24558
H -0.73950 -2.34384 2.83440
H -0.44135 0.40853 6.10595
H -0.86466 2.85771 5.60226
H -1.47661 4.59732 3.98737
H -2.08526 5.23541 1.60365
H -2.55456 4.48091 -0.71909
H -2.37550 2.05563 -1.26334
C 5.30182 -0.70827 2.45111
C 4.80400 -1.64284 1.55176
C 3.56468 -1.45909 0.96470
C 2.80115 -0.32784 1.26692
C 3.29939 0.58820 2.19754
C 4.54257 0.40458 2.77918
C 1.49187 -0.05986 0.64368
C 0.96218 -0.70066 -0.41240
C 1.47821 -1.47482 -1.49824
C 2.52851 -0.92829 -2.26194
C 2.97782 -1.56509 -3.40069
C 2.40838 -2.76605 -3.80689
C 1.38228 -3.32567 -3.05740
C 0.91213 -2.68491 -1.92620
H 6.27892 -0.84849 2.89430
H 5.38657 -2.52237 1.31059
H 3.18455 -2.19726 0.27289
H 2.70662 1.45996 2.45607
H 4.92069 1.13074 3.48721
H 0.98274 0.80401 1.08774
H 2.96890 0.00858 -1.94431
H 3.78166 -1.12519 -3.97737
H 2.75715 -3.26185 -4.70286
H 0.94124 -4.26526 -3.36498
H 0.10028 -3.12594 -1.36006
C 1.35500 2.17779 -4.69619
C 0.58019 1.31326 -5.45557
C -0.37773 0.52276 -4.84436
C -0.57239 0.56588 -3.46097
C 0.20835 1.45308 -2.71149
C 1.15929 2.24968 -3.32334
C -1.56971 -0.32651 -2.86956
C -1.85177 -0.49087 -1.58010
C -2.80605 -1.17888 -0.79220
C -2.33931 -2.15551 0.13860
C -3.20990 -2.86388 0.94752
C -4.56704 -2.59205 0.89620
C -5.04320 -1.59566 0.04187
C -4.19095 -0.89240 -0.78174
H 2.11021 2.79216 -5.16890
H 0.72433 1.25929 -6.52678
H -0.98766 -0.14682 -5.43940
H 0.08073 1.49447 -1.64063
H 1.75340 2.93247 -2.72768
H -2.08991 -0.96047 -3.59265
H -1.24718 -2.32799 0.16706
H -2.83813 -3.63164 1.61470
H -5.25145 -3.15105 1.51886
H -6.10450 -1.38444 0.01497
H -4.57256 -0.13265 -1.45139


No. 8
9
Properties=species:S:1:pos:R:3 method="wB97M-V/def2-TZVPD" smiles="O=C([O-])C1(C(=O)[O-])N=N1" homo_lumo_gap_ev=7.327 lumo_ev=7.27 largest_force_ev_per_a=4.6 homo_ev=-0.06 charge=-2 relative_energy_kcal_mol=18.7
O -1.79474 -1.40404 -0.42576
C -1.41851 -0.35650 0.12443
O -2.05490 0.39387 0.88520
C 0.00503 0.12951 -0.23804
C 1.35972 -0.50993 0.12576
O 2.22494 0.29573 0.52016
O 1.46785 -1.73499 -0.03826
N 0.05672 1.30931 -1.03000
N 0.15390 1.87704 0.07651


No. 9
82
Properties=species:S:1:pos:R:3 method="wB97M-V/def2-TZVPD" homo_lumo_gap_ev="5.752 / 5.549" lumo_ev="-6.37 / -6.37" largest_force_ev_per_a=3.0 homo_ev="-12.12 / -11.91" charge=+2 relative_energy_kcal_mol=34.8
Ti 0.05567 -2.60159 1.72193
O -3.14623 -4.20069 3.53003
C -1.98643 -3.64969 3.22603
O -1.55973 -3.56529 2.01763
C -1.10813 -3.16489 4.24773
C -1.21453 -3.14749 5.64863
C -0.10583 -2.73739 6.38033
C 1.10347 -2.43409 5.75653
C 1.15257 -2.45419 4.34823
N 0.02397 -2.73129 3.63723
C 2.19657 -2.27269 3.39613
O 3.47727 -2.02759 3.66853
O 1.82857 -2.35089 2.15193
H -3.59993 -4.57919 2.75743
H -2.14183 -3.43159 6.11713
H -0.16443 -2.69789 7.45823
H 1.97497 -2.18709 6.33833
H 3.66907 -2.11599 4.61393
C -0.60603 -2.62079 -6.81597
C -0.57273 -2.44379 -5.33657
C 0.54567 -2.81929 -4.59417
C 0.57017 -2.69389 -3.21667
C -0.54623 -2.19109 -2.56957
C -1.67613 -1.81589 -3.28767
C -1.68183 -1.93509 -4.66237
S -0.66793 -1.90229 -0.80817
O 0.11207 -3.01989 -0.09527
C 0.52777 -0.55139 -0.70957
C 1.90337 -0.83099 -0.62907
C 2.79657 0.20641 -0.62777
C 2.36777 1.55341 -0.69577
C 3.27017 2.63791 -0.72977
C 2.81417 3.92761 -0.77697
C 1.43827 4.19851 -0.77697
C 0.53407 3.17341 -0.75347
C 0.97547 1.83271 -0.73367
C 0.06417 0.74331 -0.74687
C -1.38393 0.99271 -0.86037
C -1.91313 1.40701 -2.11237
C -1.08513 1.58891 -3.24237
C -1.61303 2.03751 -4.42027
C -2.98663 2.30191 -4.53157
C -3.81803 2.11191 -3.46167
C -3.30763 1.66121 -2.22667
C -4.13343 1.46051 -1.09727
C -3.60623 1.06551 0.10013
C -2.22003 0.84171 0.22423
S -1.65533 0.37721 1.88613
O -1.08943 -1.05479 1.71773
C -0.15243 1.35221 2.13633
C 1.05347 0.67831 2.21323
C 2.20237 1.34791 2.58483
C 2.16567 2.70241 2.89763
C 3.39747 3.40541 3.35213
C 0.94527 3.37031 2.80053
C -0.21153 2.70601 2.43313
H 0.39567 -2.66039 -7.23397
H -1.16623 -1.82219 -7.29597
H -1.10613 -3.55959 -7.05737
H 1.40587 -3.21889 -5.10877
H 1.43667 -3.00219 -2.65337
H -2.54033 -1.43769 -2.76237
H -2.55773 -1.64599 -5.22207
H 2.23687 -1.86179 -0.58657
H 3.85477 0.00081 -0.58777
H 4.32987 2.43981 -0.72437
H 3.50807 4.75181 -0.81397
H 1.09327 5.22001 -0.80007
H -0.52493 3.38151 -0.75797
H -0.03023 1.37711 -3.16177
H -0.97173 2.18841 -5.27337
H -3.38103 2.65481 -5.47027
H -4.87493 2.30821 -3.54647
H -5.19393 1.63831 -1.19477
H -4.23713 0.93671 0.96653
H 1.10167 -0.37059 1.93873
H 3.13467 0.80571 2.63783
H 4.27117 2.76391 3.27993
H 3.27647 3.70851 4.39033
H 3.56857 4.30331 2.76473
H 0.90997 4.41941 3.05043
H -1.15133 3.22781 2.37993


No. 10
6
Properties=species:S:1:pos:R:3 method="wB97M-V/def2-TZVPD" homo_lumo_gap_ev=9.836 lumo_ev=-0.54 largest_force_ev_per_a=2.9 homo_ev=-10.37 charge=0 relative_energy_kcal_mol=137.1
C 1.50911 -0.33089 0.70765
O -0.54392 -0.10666 -0.55678
O -1.82572 0.21411 0.04548
S 2.49931 -0.24050 -0.44543
H -1.54979 1.18292 0.21750
H -0.08899 -0.71899 0.03158


No. 11
52
Properties=species:S:1:pos:R:3 method="wB97M-V/def2-TZVPD" homo_lumo_gap_ev=6.711 lumo_ev=2.61 largest_force_ev_per_a=1.4 homo_ev=-4.10 charge=-1
O -0.67000 -0.34071 1.19342
P -0.24598 0.92526 0.58037
O -1.56083 1.65686 -0.11028
O 0.09807 1.95058 1.79797
B 1.19187 0.93854 -0.79023
O 1.89385 -0.30912 -1.01931
C 2.62305 -0.43049 0.15534
C 3.17093 0.99049 0.36293
O 2.22806 1.84794 -0.22198
H -1.43805 1.48186 -1.04730
H 0.13434 2.82897 1.41189
H 0.73866 1.35164 -1.85297
H 3.47009 -1.09717 0.12191
H 1.99380 -0.81215 0.94660
H 4.02170 1.03825 -0.30290
H 3.46853 1.22288 1.36431
C 4.80936 0.06845 4.13277
O 5.42833 -0.40385 3.20801
N 5.24971 1.07585 4.91023
C 4.46119 1.60036 6.00423
C 6.55335 1.64682 4.62803
H 3.80891 -0.29614 4.41855
H 4.24938 2.65968 5.84463
H 4.99953 1.48587 6.94881
H 3.51869 1.06397 6.07058
H 6.57675 2.04614 3.61406
H 7.32535 0.88054 4.70701
H 6.76070 2.44429 5.33612
C -5.10054 0.29534 -1.71677
O -5.55377 0.57942 -2.81531
N -5.31546 -0.86700 -1.08702
C -4.74736 -1.16458 0.22274
C -6.13919 -1.85926 -1.74712
H -4.46594 0.98402 -1.14472
H -4.10124 -2.04080 0.16315
H -5.55073 -1.36017 0.93912
H -4.15251 -0.33041 0.57161
H -5.69992 -2.13691 -2.70722
H -7.13648 -1.45853 -1.93636
H -6.21555 -2.74010 -1.11693
C -0.56502 -1.76550 -3.33655
O -0.41221 -1.49057 -2.17635
N -1.60099 -1.33407 -4.10423
C -1.71780 -1.67845 -5.50002
C -2.62781 -0.51155 -3.48441
H 0.14251 -2.41046 -3.89134
H -1.72496 -0.77619 -6.11771
H -2.64317 -2.23309 -5.68017
H -0.87500 -2.29852 -5.79800
H -2.18481 0.40279 -3.08326
H -3.07518 -1.06697 -2.66016
H -3.39621 -0.25403 -4.20576


No. 12
12
Properties=species:S:1:pos:R:3 method="wB97M-V/def2-TZVPD" smiles="[H]/N=C(/C=O)NC" homo_lumo_gap_ev=9.844 lumo_ev=0.32 largest_force_ev_per_a=0.5 homo_ev=-9.53 charge=0 relative_energy_kcal_mol=29.2
H 0.60020 1.82785 0.39505
N 1.18065 1.22464 -0.18962
C 0.58273 0.12899 -0.47283
C 1.32769 -0.81196 -1.37567
O 0.85270 -1.84625 -1.78213
N -0.63148 -0.32201 -0.05439
C -1.23685 0.26962 1.11555
H 2.34941 -0.46643 -1.61239
H -0.85712 -1.27130 -0.31755
H -1.91301 -0.44819 1.58347
H -1.80264 1.17765 0.87428
H -0.45229 0.53739 1.83624